# 1
{
  "formula": "AsF6H10NaO5",
  "method": "ωB97M-V with the def2-TZVPD basis set",
  "symbols": ["As", "Na", "F", "F", "F", "F", "F", "F", "O", "O", "O", "O", "O", "H", "H", "H", "H", "H", "H", "H", "H", "H", "H"],
  "coordinates": [[-1.342, 2.211, -0.925], [0.215, -0.712, 0.051], [-2.892, 2.809, -0.433], [0.207, 1.514, -1.369], [-1.876, 0.576, -0.497], [-0.768, 3.801, -1.308], [-1.878, 1.945, -2.557], [-0.763, 2.368, 0.726], [1.602, -1.060, -2.239], [1.548, -2.334, 1.550], [-0.856, -0.080, 2.163], [2.161, 0.795, 0.857], [-1.554, -2.363, -0.542], [1.283, -0.999, -3.147], [-1.300, 0.609, 2.671], [3.063, 0.720, 0.525], [2.363, -0.468, -2.211], [-1.905, -1.936, -1.337], [-0.756, -0.818, 2.775], [-1.957, -3.236, -0.527], [0.896, -2.700, 2.160], [2.194, 1.498, 1.516], [2.317, -2.138, 2.098]],
  "forces_ev_per_a": [[-0.3, 0.2, 0.2], [0.0, 0.5, -0.1], [0.3, -0.1, -0.2], [0.0, -0.1, 0.1], [0.3, -0.1, -0.2], [-0.1, -0.4, 0.1], [0.0, 0.1, 0.3], [0.0, 0.0, -0.3], [0.1, -0.1, 0.1], [-0.2, 0.0, 0.1], [0.2, -0.5, 0.3], [0.3, -0.3, 0.1], [0.1, 0.0, -0.2], [-0.1, 0.1, 0.1], [0.0, 0.1, -0.4], [-0.1, 0.1, 0.0], [-0.2, 0.0, 0.0], [-0.1, 0.1, 0.3], [-0.1, 0.2, 0.1], [0.1, 0.1, 0.0], [0.2, -0.1, -0.1], [-0.2, 0.0, -0.2], [-0.1, 0.1, -0.1]],
  "charge": 0,
  "spin_multiplicity": 1,
  "e_tot_ev": -91965.9294,
  "homo_lumo_gap_ha": 0.4167
}

# 2
{
  "formula": "AsF6H20O10",
  "method": "ωB97M-V with the def2-TZVPD basis set",
  "symbols": ["As", "F", "F", "F", "F", "F", "F", "O", "O", "O", "O", "O", "O", "O", "O", "O", "O", "H", "H", "H", "H", "H", "H", "H", "H", "H", "H", "H", "H", "H", "H", "H", "H", "H", "H", "H", "H"],
  "coordinates": [[0.637, 0.094, -0.173], [0.567, -1.347, -1.152], [2.153, -0.448, 0.679], [0.640, 1.658, 0.838], [-0.279, -0.674, 1.131], [-0.741, 0.761, -1.044], [1.690, 0.867, -1.350], [0.185, -3.872, 1.258], [1.708, 0.657, 4.321], [2.079, 0.536, -3.988], [1.141, 4.487, 1.182], [-2.867, -0.827, -0.447], [1.523, 3.775, -1.970], [-1.697, -1.100, 3.471], [-1.936, -3.335, -0.283], [-2.075, 3.124, -1.214], [-0.410, -3.759, -2.375], [-1.565, -0.263, 3.917], [-1.272, -0.988, 2.620], [-2.925, 2.743, -0.997], [-2.390, -2.497, -0.195], [-1.151, -3.607, -1.789], [-3.253, -0.359, 0.294], [-1.256, -3.312, 0.390], [1.908, -0.126, -4.658], [1.642, 0.202, -3.205], [0.953, -4.297, 0.874], [1.872, 0.898, 3.409], [-2.115, -0.293, -0.702], [0.292, -3.213, -2.021], [2.291, 3.926, -1.419], [2.279, -0.095, 4.477], [0.546, -3.239, 1.878], [1.475, 2.823, -2.059], [1.333, 3.717, 0.647], [-1.446, 2.425, -1.038], [0.465, 4.957, 0.694]],
  "forces_ev_per_a": [[3.3, 2.9, 2.7], [-0.2, -0.1, 0.2], [-2.0, 0.3, -1.0], [-0.1, -2.5, -1.5], [0.1, 0.2, -1.4], [0.3, -1.0, 0.4], [-0.8, -0.6, 0.6], [-0.4, 0.1, -0.2], [-0.2, 0.0, 0.2], [0.1, 0.0, -0.2], [0.3, 0.3, 0.4], [-0.4, -0.9, 0.0], [-0.2, 0.3, 0.0], [-0.4, -0.4, 0.0], [-0.2, -1.2, -1.6], [-0.2, 0.3, -0.1], [0.4, -0.2, -1.6], [0.1, 0.2, 0.2], [0.2, 0.2, 0.0], [-0.2, 0.0, 0.0], [-1.4, 2.2, 0.0], [-1.3, -0.4, 1.6], [-0.2, 0.1, 0.3], [1.7, -0.5, 1.3], [0.0, -0.1, -0.3], [0.0, 0.1, 0.3], [0.2, -0.2, -0.1], [0.0, 0.2, -0.4], [0.4, 0.4, -0.3], [1.0, 0.6, 0.4], [0.3, 0.1, 0.1], [0.1, -0.2, 0.1], [0.1, 0.4, 0.4], [0.0, -0.3, -0.1], [-0.2, -0.3, -0.1], [0.2, 0.1, 0.0], [-0.2, 0.1, -0.2]],
  "charge": 0,
  "spin_multiplicity": 2,
  "e_tot_ev": -97942.4339,
  "homo_lumo_gap_ha": [0.3485, 0.0819],
  "relative_energy_kcal_mol": 0.00
}

# 3
{
  "formula": "B2F8H2ORb",
  "method": "ωB97M-V with the def2-TZVPD basis set",
  "symbols": ["Rb", "F", "F", "F", "F", "F", "F", "F", "F", "O", "B", "B", "H", "H"],
  "coordinates": [[9.837, 20.169, -21.492], [10.669, 15.410, -21.921], [7.450, 20.201, -19.805], [10.617, 17.616, -21.315], [9.634, 15.987, -19.946], [8.674, 16.563, -21.945], [7.480, 18.572, -18.156], [5.547, 19.755, -18.581], [7.362, 20.810, -17.597], [9.946, 21.660, -24.003], [6.968, 19.804, -18.533], [9.909, 16.399, -21.261], [10.723, 21.558, -24.566], [9.233, 21.896, -24.608]],
  "forces_ev_per_a": [[-0.6, -0.5, 0.5], [0.1, 0.3, 0.1], [0.5, 0.1, -0.7], [0.4, 0.7, 0.2], [0.5, 0.5, -0.4], [0.4, 0.3, 0.0], [0.1, 0.1, -0.2], [0.5, 0.0, -0.1], [0.0, -0.3, -0.3], [0.1, 0.1, -0.2], [-0.8, 0.3, 1.0], [-1.1, -1.6, 0.0], [-0.1, 0.0, 0.1], [0.0, 0.0, 0.1]],
  "charge": -1,
  "spin_multiplicity": 1,
  "e_tot_ev": -25844.4739,
  "homo_lumo_gap_ha": 0.3326
}

# 4
{
  "formula": "B2F8K",
  "method": "ωB97M-V with the def2-TZVPD basis set",
  "symbols": ["K", "F", "F", "F", "F", "F", "F", "F", "F", "B", "B"],
  "coordinates": [[1.263, -0.177, -1.274], [-0.373, 1.276, -2.414], [-1.725, 0.380, -0.888], [-0.521, 2.217, -0.314], [-2.251, 2.478, -1.812], [0.191, -1.808, 0.456], [2.104, -2.407, 1.564], [0.136, -1.749, 2.746], [1.469, -0.244, 1.670], [0.959, -1.573, 1.620], [-1.252, 1.607, -1.353]],
  "forces_ev_per_a": [[-0.3, -0.1, 0.8], [0.6, 0.3, -0.9], [-0.4, -0.1, 0.0], [0.3, 0.0, -0.3], [0.2, -0.4, 0.1], [0.2, 0.2, -0.3], [-0.4, -0.2, 0.1], [0.5, -0.4, -0.4], [-0.2, 0.0, -0.7], [0.2, 0.2, 0.9], [-0.6, 0.4, 0.6]],
  "charge": -1,
  "spin_multiplicity": 1,
  "e_tot_ev": -39434.9875,
  "homo_lumo_gap_ha": 0.3879,
  "relative_energy_kcal_mol": 1.49
}

# 5
{
  "formula": "B2H4O",
  "method": "ωB97M-V with the def2-TZVPD basis set",
  "symbols": ["O", "B", "B", "H", "H", "H", "H"],
  "coordinates": [[-0.095, 0.408, -0.045], [0.763, 0.041, -1.042], [-0.665, 0.000, 1.096], [-0.928, -1.112, 1.240], [1.261, 0.944, -1.604], [0.962, -1.085, -1.288], [-1.298, 0.804, 1.643]],
  "forces_ev_per_a": [[1.1, 0.9, -0.5], [-0.5, 0.2, 0.6], [-1.5, -0.1, -1.2], [0.5, -1.3, 0.6], [0.3, 0.2, -0.4], [0.1, -0.6, -0.1], [0.0, 0.7, 1.0]],
  "charge": 0,
  "smiles": "BOB",
  "spin_multiplicity": 1,
  "e_tot_ev": -3465.3040,
  "homo_lumo_gap_ha": 0.3874,
  "relative_energy_kcal_mol": 0.00
}

# 6
{
  "formula": "B3CsF12",
  "method": "ωB97M-V with the def2-TZVPD basis set",
  "symbols": ["Cs", "F", "F", "F", "F", "F", "F", "F", "F", "F", "F", "F", "F", "B", "B", "B"],
  "coordinates": [[-12.923, 22.632, 15.478], [-14.249, 21.448, 18.135], [-16.171, 24.725, 14.443], [-14.354, 26.122, 14.404], [-13.299, 19.338, 18.108], [-9.511, 25.144, 16.214], [-9.448, 24.681, 18.468], [-14.746, 24.804, 16.247], [-15.588, 19.575, 18.059], [-8.852, 23.064, 16.933], [-16.145, 26.586, 15.804], [-11.051, 23.694, 17.135], [-14.335, 20.165, 16.222], [-9.698, 24.158, 17.202], [-14.353, 20.135, 17.659], [-15.355, 25.587, 15.230]],
  "forces_ev_per_a": [[-0.4, 0.2, 0.2], [0.2, 0.0, -0.1], [0.1, 0.1, 0.1], [0.1, 0.1, 0.0], [0.1, 0.0, 0.0], [0.0, 0.0, 0.0], [0.1, 0.0, 0.1], [0.0, 0.1, -0.1], [0.2, 0.1, 0.0], [0.1, 0.0, 0.0], [0.1, 0.1, 0.0], [0.4, 0.2, 0.2], [0.2, 0.0, 0.0], [-0.1, 0.0, -0.2], [-0.7, -0.3, -0.1], [-0.3, -0.5, -0.1]],
  "charge": -2,
  "spin_multiplicity": 1,
  "e_tot_ev": -35211.2986,
  "homo_lumo_gap_ha": 0.3822,
  "relative_energy_kcal_mol": 0.00
}

# 7
{
  "formula": "B3CsH12",
  "method": "ωB97M-V with the def2-TZVPD basis set",
  "symbols": ["Cs", "B", "B", "B", "H", "H", "H", "H", "H", "H", "H", "H", "H", "H", "H", "H"],
  "coordinates": [[2.272, 1.852, -0.128], [0.041, -0.584, -2.006], [-1.247, 1.614, 0.566], [0.739, -1.403, 1.514], [1.454, -1.871, 2.315], [-1.998, 1.142, -0.175], [0.558, -0.327, -3.034], [0.833, -1.926, 0.487], [-0.372, -1.514, 1.837], [0.907, -0.268, 1.348], [-0.214, 1.546, 0.066], [-0.097, -1.738, -2.019], [-0.943, 0.005, -1.891], [0.798, -0.268, -1.192], [-1.511, 2.741, 0.766], [-1.220, 0.999, 1.545]],
  "forces_ev_per_a": [[-0.9, -1.0, 0.0], [0.2, 0.1, -0.7], [-0.4, 0.3, 0.3], [0.1, -0.4, 0.0], [1.2, -0.6, 1.2], [-1.1, -0.4, -0.9], [0.7, 0.6, -1.8], [0.4, -0.9, -1.2], [-1.4, -0.2, 0.7], [0.6, 1.8, 0.0], [1.5, 0.1, -0.8], [-0.2, -1.6, 0.2], [-1.3, 0.7, 0.0], [1.1, 0.4, 1.3], [-0.4, 1.8, 0.4], [0.0, -0.6, 1.4]],
  "charge": -2,
  "spin_multiplicity": 1,
  "e_tot_ev": -2765.1108,
  "homo_lumo_gap_ha": 0.1409,
  "relative_energy_kcal_mol": 76.54
}

# 8
{
  "formula": "B3H12Tl",
  "method": "ωB97M-V with the def2-TZVPD basis set",
  "symbols": ["Tl", "B", "B", "B", "H", "H", "H", "H", "H", "H", "H", "H", "H", "H", "H", "H"],
  "coordinates": [[-0.483, -0.094, 0.226], [-0.300, -1.529, 1.736], [-0.655, 0.210, -1.876], [1.056, 1.346, 0.064], [-0.515, 1.172, -1.409], [0.613, -1.057, 1.408], [-0.917, -1.775, 0.885], [-0.809, -0.858, 2.410], [0.239, 1.568, 0.732], [-0.092, -2.449, 2.260], [0.707, 1.326, -0.957], [1.453, 0.371, 0.301], [0.138, -0.467, -1.598], [-0.698, 0.332, -2.947], [1.820, 2.095, 0.204], [-1.556, -0.192, -1.438]],
  "forces_ev_per_a": [[-2.2, -0.2, -0.1], [0.2, -0.1, 1.9], [-1.2, 0.5, -1.5], [3.5, 1.8, -1.5], [-0.9, 3.2, -0.4], [4.4, 0.4, 0.2], [-3.3, -2.7, -3.1], [-2.0, 2.4, 2.8], [-3.7, 2.3, 3.3], [0.6, -3.2, 1.3], [1.3, 1.3, -1.9], [2.7, -3.2, 0.7], [3.6, -2.7, -0.2], [-0.6, 0.1, -3.5], [2.4, 2.5, 1.3], [-5.1, -2.2, 0.6]],
  "charge": 0,
  "spin_multiplicity": 1,
  "e_tot_ev": -6903.9696,
  "homo_lumo_gap_ha": 0.3058,
  "relative_energy_kcal_mol": 62.58
}